Entry w
Molecular formula: C4H29N3O10
Method: DFT, wB97M-V/def2-TZVPD

Computed properties:
M, g mol⁻¹: 279.29
Structure (SMILES): C[C@H](CN)NC(N)=O.O.O.O.O.O.O.O.O.O
LUMO energy, Eh: 0.0116
Frontier orbital gap, eV: 9.38
HOMO level, eV: -9.07

ORCA input file:
```
! wB97M-V def2-TZVPD RIJCOSX def2/J DEFGRID3
* xyz 0 1
C 0.413 3.573 0.379
C 0.912 2.321 -0.461
C 0.780 2.727 -1.964
N 1.645 1.782 -2.696
N 0.007 1.214 -0.219
C 0.540 0.031 0.257
N -0.222 -1.082 -0.030
O 1.622 0.013 0.850
H -0.402 3.242 1.016
H 1.296 3.846 1.015
H 0.147 4.466 -0.198
H 1.934 1.820 -0.157
H -0.260 2.653 -2.311
H 1.040 3.766 -2.069
H 1.850 1.815 -3.675
H 1.388 0.827 -2.386
H -0.855 1.215 -0.757
H -1.217 -0.956 -0.004
H 0.109 -1.964 0.373
O -1.114 -2.198 -2.835
H -0.617 -2.896 -3.299
H -0.731 -2.147 -1.955
O -2.418 0.721 -1.608
H -2.376 -0.199 -1.929
H -3.357 0.936 -1.409
O -2.800 1.052 1.577
H -2.809 1.062 2.549
H -1.847 1.089 1.393
O 1.598 -3.570 -2.099
H 1.742 -2.626 -2.234
H 1.906 -3.622 -1.149
O -3.056 -1.325 0.810
H -3.268 -0.338 0.957
H -2.553 -1.523 1.604
O -1.427 -3.542 0.810
H -2.041 -3.159 0.168
H -1.266 -4.376 0.357
O -0.416 1.169 3.367
H -0.190 0.686 4.171
H 0.508 1.493 3.278
O 2.345 -2.528 0.400
H 2.235 -1.572 0.609
H 3.308 -2.500 0.380
O 2.653 1.515 2.814
H 2.163 1.036 2.118
H 2.895 2.369 2.422
*
```

Entry x
Molecular formula: C4H29N3O10
Method: DFT, wB97M-V/def2-TZVPD

Computed properties:
M, g mol⁻¹: 279.29
Structure (SMILES): NCCNCC(N)=O.O.O.O.O.O.O.O.O.O
LUMO energy, Eh: 0.0021
Frontier orbital gap, eV: 8.97
HOMO level, eV: -8.92

ORCA input file:
```
! wB97M-V def2-TZVPD RIJCOSX def2/J DEFGRID3
* xyz 0 1
N 0.080 2.708 -1.972
C -0.821 1.603 -2.307
C -1.901 1.303 -1.277
N -1.410 1.131 0.088
C -0.365 0.129 0.192
C -0.053 -0.245 1.606
N -0.406 0.563 2.582
O 0.572 -1.310 1.853
H -0.386 3.390 -1.387
H 0.936 2.370 -1.531
H -1.325 1.854 -3.239
H -0.213 0.725 -2.494
H -2.495 0.447 -1.629
H -2.587 2.143 -1.241
H -2.190 0.824 0.641
H 0.537 0.521 -0.269
H -0.592 -0.796 -0.345
H -0.114 0.327 3.521
H -0.661 1.521 2.381
O 3.184 -0.407 1.763
H 3.433 -0.682 0.846
H 2.324 -0.816 1.902
O -0.244 3.151 1.992
H -0.745 2.918 1.187
H 0.690 2.898 1.774
O 2.690 0.993 -1.331
H 2.895 0.026 -1.374
H 3.404 1.449 -1.825
O -3.567 -2.554 0.168
H -2.778 -2.814 -0.350
H -3.940 -3.333 0.577
O 2.284 2.156 1.241
H 2.376 1.903 0.299
H 2.664 1.395 1.686
O -1.398 -3.348 -1.302
H -0.525 -3.268 -0.850
H -1.342 -2.797 -2.102
O -3.280 0.000 1.264
H -3.152 -0.155 2.213
H -3.455 -0.890 0.865
O 3.110 -1.744 -1.443
H 3.056 -2.042 -2.347
H 2.372 -2.164 -0.951
O 1.077 -2.961 -0.084
H 1.393 -3.776 0.325
H 0.866 -2.346 0.686
*
```

entry x has the most favorable energy; the next structure is 0.0387 hartree above.

Entry w
Molecular formula: C31H26IrN2O2P
Method: DFT, wB97M-V/def2-TZVPD

Computed properties:
M, g mol⁻¹: 681.75
⟨S²⟩: 8.855
LUMO energy (alpha / beta), Eh: -0.3533 / -0.4844
Frontier orbital gap (alpha / beta), eV: 6.26 / 4.35
HOMO level (alpha / beta), eV: -15.87 / -17.53

ORCA input file:
```
! wB97M-V def2-TZVPD RIJCOSX def2/J DEFGRID3
* xyz 3 6
Ir 0.153 1.170 0.928
C 2.414 3.339 1.873
C 1.969 4.199 2.841
C 0.748 4.797 2.777
C -0.181 4.490 1.780
C 0.271 3.607 0.688
C 1.532 3.117 0.727
H 3.381 2.875 1.860
H 2.691 4.493 3.621
H 0.408 5.523 3.511
H -1.153 4.957 1.687
H -0.381 3.544 -0.171
H 1.969 2.607 -0.132
O -0.059 1.796 3.421
C -0.303 0.761 2.867
C -0.807 -0.513 3.333
C -1.152 -0.696 4.663
C -1.576 -1.976 5.058
C -1.695 -3.039 4.112
C -1.300 -2.836 2.771
C -0.840 -1.583 2.383
P -0.460 -1.067 0.719
C 0.982 -1.959 0.155
C 1.959 -2.415 1.059
C 3.097 -3.021 0.529
C 3.266 -3.104 -0.832
C 2.256 -2.730 -1.728
C 1.144 -2.103 -1.217
C -1.830 -1.054 -0.415
C -2.298 -2.171 -1.055
C -3.518 -2.068 -1.702
C -4.244 -0.828 -1.793
C -3.727 0.299 -1.320
C -2.341 0.314 -0.761
H -1.110 0.133 5.356
H -1.939 -2.124 6.066
H -2.074 -4.008 4.427
H -1.342 -3.709 2.107
H 1.779 -2.333 2.145
H 3.830 -3.441 1.191
H 4.206 -3.439 -1.264
H 2.282 -2.975 -2.765
H 0.317 -1.850 -1.873
H -1.818 -3.145 -0.920
H -3.971 -2.974 -2.117
H -5.229 -0.783 -2.281
H -4.225 1.266 -1.437
H -2.289 0.936 0.140
N 2.606 0.244 -5.166
C 2.406 0.904 -4.040
O 3.246 1.646 -3.504
C 1.090 0.740 -3.315
C -0.079 0.089 -3.814
C -1.240 0.144 -3.125
C -1.310 0.891 -1.798
N 0.016 1.033 -1.173
C 1.119 1.052 -1.891
H 3.412 0.513 -5.725
H 1.800 -0.165 -5.670
H -0.017 -0.362 -4.800
H -2.197 -0.174 -3.533
H -1.716 1.914 -2.012
H 2.073 1.249 -1.445
*
```

Entry x
Molecular formula: C31H26IrN2O2P
Method: DFT, wB97M-V/def2-TZVPD

Computed properties:
M, g mol⁻¹: 681.75
⟨S²⟩: 8.784
LUMO energy (alpha / beta), Eh: -0.3484 / -0.4756
Frontier orbital gap (alpha / beta), eV: 6.66 / 4.25
HOMO level (alpha / beta), eV: -16.14 / -17.19

ORCA input file:
```
! wB97M-V def2-TZVPD RIJCOSX def2/J DEFGRID3
* xyz 3 6
Ir -0.551 -18.564 5.175
C 0.228 -19.896 8.142
C -0.455 -18.687 8.253
C -1.621 -18.409 7.526
C -2.108 -19.399 6.647
C -1.424 -20.653 6.561
C -0.211 -20.848 7.226
H 1.055 -20.090 8.840
H -0.162 -17.984 9.036
H -2.259 -17.572 7.678
H -3.111 -19.233 6.182
H -1.894 -21.438 5.942
H 0.214 -21.853 7.109
O -3.024 -19.674 3.157
C -1.859 -19.704 3.201
C -0.944 -20.017 2.065
C -1.509 -20.532 0.861
C -0.701 -20.813 -0.224
C 0.666 -20.611 -0.101
C 1.247 -20.231 1.114
C 0.440 -19.805 2.168
P 1.120 -19.080 3.683
C 1.920 -17.495 3.300
C 1.949 -17.070 1.979
C 2.343 -15.755 1.652
C 2.627 -14.824 2.613
C 2.581 -15.200 3.955
C 2.277 -16.533 4.274
C 2.439 -20.300 4.261
C 2.111 -21.792 4.316
C 3.054 -22.744 4.607
C 4.372 -22.334 4.808
C 4.662 -20.913 4.758
C 3.735 -19.947 4.520
H -2.558 -20.802 0.813
H -1.145 -21.182 -1.167
H 1.261 -20.790 -1.002
H 2.333 -20.043 1.095
H 1.594 -17.692 1.162
H 2.327 -15.442 0.594
H 2.889 -13.796 2.396
H 2.794 -14.503 4.774
H 2.308 -16.744 5.340
H 1.053 -21.962 4.149
H 2.893 -23.838 4.684
H 5.175 -23.081 4.961
H 5.646 -20.608 5.005
H 4.006 -18.909 4.433
N -1.415 -13.833 0.560
C -1.515 -15.094 1.013
O -1.509 -16.105 0.321
C -1.707 -15.262 2.544
C -2.298 -14.280 3.340
C -2.450 -14.525 4.698
C -2.030 -15.762 5.169
N -1.540 -16.748 4.413
C -1.367 -16.503 3.108
H -1.369 -13.709 -0.480
H -1.334 -13.017 1.120
H -2.700 -13.367 2.904
H -2.822 -13.768 5.340
H -2.075 -15.971 6.240
H -1.039 -17.261 2.438
*
```

entry x has the most favorable energy; the next structure is 0.0176 hartree above.

Entry w
Molecular formula: H2N5O
Method: DFT, wB97M-V/def2-TZVPD

Computed properties:
M, g mol⁻¹: 88.05
Structure (SMILES): O=[n+]1nn[nH][nH]1
LUMO energy, Eh: -0.2471
Frontier orbital gap, eV: 10.33
HOMO level, eV: -17.05

ORCA input file:
```
! wB97M-V def2-TZVPD RIJCOSX def2/J DEFGRID3
* xyz 1 1
O -1.772 1.193 0.530
N -0.827 0.506 0.461
N -0.372 -0.390 1.388
N 0.585 -1.001 0.890
N 0.867 -0.697 -0.270
N -0.023 0.434 -0.626
H 1.343 -1.141 -1.015
H 0.199 1.097 -1.359
*
```

Entry x
Molecular formula: H2N5O
Method: DFT, wB97M-V/def2-TZVPD

Computed properties:
M, g mol⁻¹: 88.05
LUMO energy, Eh: -0.2197
Frontier orbital gap, eV: 10.08
HOMO level, eV: -16.06

ORCA input file:
```
! wB97M-V def2-TZVPD RIJCOSX def2/J DEFGRID3
* xyz 1 1
N 0.659 0.720 0.338
N -0.304 0.669 0.959
N 1.425 0.364 -0.470
N -1.812 -0.482 0.363
N -2.662 0.045 -0.142
O -3.630 0.479 -0.490
H 2.438 0.687 -0.312
H -0.591 0.204 1.822
*
```

entry w has the most favorable energy; the next structure is 0.0065 hartree above.

Entry w
Molecular formula: C5H8I2
Method: DFT, wB97M-V/def2-TZVPD

Computed properties:
M, g mol⁻¹: 321.93
LUMO energy (alpha / beta), Eh: -0.0062 / -0.0055
Frontier orbital gap (alpha / beta), eV: 7.64 / 7.94
HOMO level (alpha / beta), eV: -7.81 / -8.09

ORCA input file:
```
! wB97M-V def2-TZVPD RIJCOSX def2/J DEFGRID3
* xyz 0 1
C -0.714 -1.200 0.603
C -0.099 0.096 0.159
C 0.460 -0.539 -1.209
C 1.124 0.467 0.987
C -1.031 1.303 -0.298
I 2.214 -1.888 -1.203
I -0.662 -0.818 -2.921
H -0.170 -2.073 0.799
H -1.702 -1.396 0.493
H 1.883 -0.391 1.037
H 0.763 0.545 1.938
H 1.526 1.292 0.507
H -0.396 1.988 -0.715
H -1.371 1.684 0.615
H -1.825 0.929 -0.791
*
```

Entry x
Molecular formula: C5H8I2
Method: DFT, wB97M-V/def2-TZVPD

Computed properties:
M, g mol⁻¹: 321.93
Structure (SMILES): CC1(C)C=C1I.I
LUMO energy, Eh: 0.0149
Frontier orbital gap, eV: 9.62
HOMO level, eV: -9.22

ORCA input file:
```
! wB97M-V def2-TZVPD RIJCOSX def2/J DEFGRID3
* xyz 0 1
C 0.562 0.607 -1.173
C 0.711 -0.221 0.090
C 0.534 0.641 1.247
C 1.668 -1.404 0.036
C 0.414 -1.677 0.028
I -1.136 -3.026 -0.233
H -0.197 1.529 -1.125
H 0.183 -0.203 -1.924
H 1.540 1.042 -1.646
H 0.342 -0.022 2.236
H -0.351 1.239 0.997
H 1.488 1.281 1.462
H 2.717 -1.699 0.030
I -4.841 1.114 -0.523
H -3.633 0.799 0.498
*
```

entry x has the most favorable energy; the next structure is 0.0266 hartree above.

Entry w
Molecular formula: C2H3Cl2NO
Method: DFT, wB97M-V/def2-TZVPD

Computed properties:
M, g mol⁻¹: 127.96
LUMO energy (alpha / beta), Eh: -0.1235 / -0.0601
Frontier orbital gap (alpha / beta), eV: 6.95 / 8.36
HOMO level (alpha / beta), eV: -10.31 / -9.99

ORCA input file:
```
! wB97M-V def2-TZVPD RIJCOSX def2/J DEFGRID3
* xyz 0 1
C -1.499 -0.226 -0.160
C -0.210 0.514 0.061
N 0.849 -0.103 0.032
O 2.066 0.123 0.049
Cl 4.358 -1.399 0.285
Cl -0.344 2.290 0.345
H -1.123 -1.149 -0.486
H -2.150 0.359 -0.853
H -1.946 -0.409 0.726
*
```

Entry x
Molecular formula: C2H3Cl2NO
Method: DFT, wB97M-V/def2-TZVPD

Computed properties:
M, g mol⁻¹: 127.96
Structure (SMILES): C/C(Cl)=[N+](/[O-])Cl
LUMO energy (alpha / beta), Eh: -0.0813 / -0.0813
Frontier orbital gap (alpha / beta), eV: 7.53 / 7.53
HOMO level (alpha / beta), eV: -9.74 / -9.75

ORCA input file:
```
! wB97M-V def2-TZVPD RIJCOSX def2/J DEFGRID3
* xyz 0 1
C 0.256 -0.121 0.052
C -0.277 -1.567 0.201
Cl 1.007 -2.709 0.512
N -1.513 -2.004 0.490
O -1.882 -3.067 0.872
Cl -3.289 -0.801 0.536
H 1.138 -0.251 -0.444
H 0.363 0.438 1.065
H -0.566 0.470 -0.321
*
```

entry x has the most favorable energy; the next structure is 0.0147 hartree above.

Entry w
Molecular formula: C41H32Br2F5N10O3SSe2Tc
Method: DFT, wB97M-V/def2-TZVPD

Computed properties:
M, g mol⁻¹: 1255.56
⟨S²⟩: 0.759
LUMO energy (alpha / beta), Eh: -0.1229 / -0.1217
Frontier orbital gap (alpha / beta), eV: 6.34 / 6.31
HOMO level (alpha / beta), eV: -9.69 / -9.62

ORCA input file:
```
! wB97M-V def2-TZVPD RIJCOSX def2/J DEFGRID3
* xyz 1 2
Tc -0.863 -0.575 -0.269
Br 3.198 -5.065 -3.189
C 2.018 -3.862 -2.383
C 1.339 -4.212 -1.235
C 0.488 -3.286 -0.660
N 0.281 -2.065 -1.182
C 0.968 -1.730 -2.298
C 1.838 -2.600 -2.922
C 0.737 -0.349 -2.762
C 1.190 0.122 -3.985
C 0.883 1.411 -4.364
Br 1.444 2.072 -6.019
C 0.128 2.202 -3.512
C -0.282 1.661 -2.315
N 0.006 0.408 -1.917
H 1.468 -5.181 -0.776
H -0.056 -3.520 0.244
H 2.390 -2.298 -3.800
H 1.756 -0.517 -4.646
H -0.135 3.217 -3.775
H -0.884 2.244 -1.635
O 0.349 -3.027 2.940
C 0.940 -3.110 4.223
C 2.296 -2.426 4.270
C 2.777 -2.608 5.728
O 4.015 -1.968 5.990
C 3.347 -3.026 3.337
Se 3.087 -2.535 1.461
C 2.211 -0.925 3.992
Se 2.061 -0.508 2.086
H -0.518 -3.442 2.952
H 1.066 -4.154 4.535
H 0.306 -2.614 4.970
H 2.823 -3.676 5.959
H 2.038 -2.160 6.395
H 4.726 -2.614 5.976
H 3.364 -4.116 3.387
H 4.324 -2.634 3.608
H 3.122 -0.442 4.332
H 1.355 -0.466 4.491
C -0.568 4.271 2.830
N -0.749 2.899 2.366
C -0.829 2.431 1.129
N -1.039 1.123 1.153
C -1.078 0.842 2.496
N -0.904 1.889 3.259
C -1.881 4.922 3.204
C -1.912 5.881 4.210
C -3.109 6.497 4.554
C -4.284 6.157 3.904
C -4.252 5.205 2.892
C -3.054 4.595 2.543
C -5.485 4.838 2.190
N -6.696 5.168 2.451
N -7.490 4.533 1.483
C -6.682 3.886 0.728
O -5.385 4.028 1.106
C -6.963 3.040 -0.434
C -8.246 2.551 -0.654
C -8.479 1.711 -1.730
C -7.442 1.357 -2.585
C -6.165 1.865 -2.383
C -5.031 1.511 -3.311
N -4.083 0.570 -2.690
C -3.323 0.738 -1.613
N -2.600 -0.351 -1.413
C -2.946 -1.163 -2.454
N -3.843 -0.640 -3.251
C -5.936 2.712 -1.307
H -0.057 4.820 2.039
H 0.089 4.231 3.695
H -0.719 3.061 0.262
H -1.236 -0.155 2.876
H -1.000 6.144 4.734
H -3.124 7.238 5.342
H -5.228 6.615 4.173
H -3.057 3.839 1.767
H -9.043 2.826 0.024
H -9.473 1.318 -1.900
H -7.632 0.690 -3.418
H -4.480 2.402 -3.609
H -5.391 1.011 -4.204
H -3.356 1.599 -0.968
H -2.541 -2.153 -2.589
H -4.957 3.151 -1.150
F -7.883 -1.523 1.435
C -6.559 -1.638 1.363
C -5.967 -2.881 1.270
F -6.730 -3.972 1.245
C -4.590 -2.987 1.194
F -4.078 -4.217 1.097
C -3.746 -1.879 1.205
S -1.988 -2.130 1.159
C -4.385 -0.650 1.316
F -3.676 0.494 1.398
C -5.759 -0.516 1.383
F -6.311 0.699 1.475
*
```

Entry x
Molecular formula: C41H32Br2F5N10O3SSe2Tc
Method: DFT, wB97M-V/def2-TZVPD

Computed properties:
M, g mol⁻¹: 1255.56
⟨S²⟩: 0.759
LUMO energy (alpha / beta), Eh: -0.1218 / -0.1209
Frontier orbital gap (alpha / beta), eV: 6.37 / 6.33
HOMO level (alpha / beta), eV: -9.69 / -9.62

ORCA input file:
```
! wB97M-V def2-TZVPD RIJCOSX def2/J DEFGRID3
* xyz 1 2
Tc -0.922 0.143 -1.416
Br -4.486 1.751 -6.900
C -3.442 1.335 -5.405
C -2.824 2.334 -4.679
C -2.074 1.982 -3.572
N -1.906 0.709 -3.183
C -2.531 -0.261 -3.892
C -3.303 0.016 -5.004
C -2.349 -1.622 -3.353
C -2.739 -2.762 -4.042
C -2.479 -4.000 -3.490
Br -2.961 -5.562 -4.398
C -1.831 -4.070 -2.266
C -1.479 -2.891 -1.648
N -1.726 -1.673 -2.157
H -2.925 3.374 -4.950
H -1.581 2.734 -2.974
H -3.808 -0.772 -5.541
H -3.218 -2.688 -5.006
H -1.606 -5.019 -1.802
H -0.961 -2.908 -0.700
O -2.218 4.003 -0.693
C -2.884 4.868 0.202
C -4.263 4.341 0.575
C -4.834 5.394 1.557
O -6.102 5.039 2.075
C -5.234 4.203 -0.597
Se -4.879 2.637 -1.715
C -4.209 3.004 1.316
Se -3.960 1.474 0.121
H -1.334 4.342 -0.876
H -2.995 5.872 -0.227
H -2.313 4.968 1.134
H -4.865 6.368 1.061
H -4.155 5.481 2.408
H -6.790 5.520 1.609
H -5.214 5.077 -1.249
H -6.239 4.065 -0.206
H -5.156 2.836 1.822
H -3.401 2.976 2.048
C -1.626 -1.667 4.009
N -1.369 -0.897 2.800
C -1.185 -1.314 1.554
N -0.921 -0.282 0.765
C -0.966 0.781 1.628
N -1.236 0.449 2.861
C -0.364 -1.903 4.810
C -0.436 -2.006 6.194
C 0.714 -2.233 6.940
C 1.943 -2.352 6.314
C 2.014 -2.256 4.929
C 0.864 -2.037 4.182
C 3.307 -2.378 4.252
N 4.486 -2.425 4.756
N 5.369 -2.519 3.672
C 4.639 -2.525 2.618
O 3.312 -2.442 2.896
C 5.034 -2.593 1.212
C 6.340 -2.299 0.834
C 6.681 -2.315 -0.508
C 5.729 -2.622 -1.472
C 4.430 -2.941 -1.096
C 3.387 -3.291 -2.125
N 2.413 -2.206 -2.313
C 1.563 -1.684 -1.436
N 0.856 -0.728 -2.022
C 1.312 -0.739 -3.307
N 2.255 -1.622 -3.521
C 4.093 -2.932 0.251
H -2.095 -2.604 3.705
H -2.346 -1.103 4.599
H -1.259 -2.351 1.273
H -0.795 1.794 1.303
H -1.390 -1.900 6.695
H 0.649 -2.306 8.017
H 2.849 -2.510 6.883
H 0.948 -1.940 3.107
H 7.069 -2.050 1.593
H 7.692 -2.077 -0.807
H 6.002 -2.621 -2.520
H 2.842 -4.192 -1.843
H 3.831 -3.448 -3.105
H 1.519 -1.947 -0.394
H 0.955 -0.062 -4.065
H 3.096 -3.212 0.571
F 6.061 1.838 -0.333
C 4.746 1.908 -0.522
C 4.210 2.818 -1.414
F 5.018 3.627 -2.095
C 2.840 2.876 -1.602
F 2.385 3.769 -2.485
C 1.947 2.047 -0.925
S 0.205 2.244 -1.217
C 2.528 1.160 -0.028
F 1.770 0.341 0.727
C 3.894 1.073 0.173
F 4.387 0.188 1.045
*
```

entry x has the most favorable energy; the next structure is 0.0044 hartree above.